[1]
Below is a structure of composition C22H47GdNO4Si2, with properties calculated with ωB97M-V/def2-TZVPD.

<S²>: 16.10
Net charge: +1
Kohn-Sham gap (spin up / spin down) (eV): 9.133 / 7.562
LUMO energy (spin up / spin down) (eV): -2.95 / -4.19
Multiplicity: 8

The geometry in XYZ format:
```
77
Properties=species:S:1:pos:R:3:forces:R:3:lowdin_spin:R:1
O 1.567841 -0.719048 -0.227983 0.4 1.9 0.2 -0.01
O 0.844685 -3.165291 0.253389 0.4 -1.6 0.2 0.00
C 1.733829 -0.621919 -1.656395 0.1 -0.3 0.3 0.00
C 2.636032 0.495310 -2.139438 0.0 -0.1 -0.4 0.00
H 0.720368 -0.479266 -2.059961 0.2 -0.1 0.1 0.00
H 2.087119 -1.605397 -2.009654 0.1 0.5 0.0 0.00
H 2.226819 1.498024 -1.968862 0.0 -0.2 0.1 0.00
H 2.730721 0.381444 -3.225291 0.0 0.1 0.1 0.00
H 3.639658 0.423819 -1.714523 -0.1 0.1 -0.1 0.00
C 2.683681 -0.377013 0.633968 -0.5 0.2 -0.7 0.00
C 3.730434 -1.436569 0.474975 0.4 -0.2 0.0 0.00
H 2.284854 -0.318751 1.659177 0.0 -0.2 -0.3 0.00
H 3.018616 0.638179 0.364609 0.1 -0.3 0.2 0.00
H 3.242047 -2.415070 0.576829 0.3 0.4 0.0 0.00
H 4.524408 -1.342362 1.224066 -0.1 0.0 -0.2 0.00
H 4.171043 -1.364400 -0.528872 0.0 -0.1 0.3 0.00
C 0.624934 -3.849640 1.514186 0.0 -0.2 -0.9 0.00
C 1.205888 -4.051967 -0.834201 -0.3 0.2 0.6 0.00
C 1.796612 -3.688557 2.451414 0.2 -0.3 0.4 0.00
H 0.465477 -4.917711 1.282075 -0.2 0.4 0.3 0.00
H -0.299119 -3.447627 1.958712 0.3 -0.1 -0.2 0.00
H 2.704518 -4.179218 2.058732 -0.4 0.4 0.2 0.00
H 1.538789 -4.192086 3.393670 0.1 0.2 -0.1 0.00
H 2.003701 -2.632478 2.673924 0.0 -0.3 -0.1 0.00
C 2.430722 -4.888813 -0.531222 0.2 -0.4 -0.4 0.00
H 1.377310 -3.415938 -1.715609 -0.1 -0.2 0.4 0.00
H 0.342138 -4.707443 -1.046788 0.3 0.1 0.0 0.00
H 3.298702 -4.282850 -0.243108 -0.3 -0.2 -0.1 0.00
H 2.690221 -5.424332 -1.453416 0.1 0.0 0.2 0.00
H 2.228158 -5.647623 0.238167 0.2 0.3 -0.2 0.00
H 0.112928 -1.607327 0.127497 -3.0 0.7 -0.1 0.00
Gd -0.799828 1.139127 0.830041 1.5 0.5 0.0 6.82
C -1.034348 -1.222494 0.122907 0.8 -1.1 -0.1 -0.02
Si -2.356394 -2.368438 -0.531850 -0.9 -1.4 -1.0 0.00
H -1.340811 -1.017470 1.176989 -0.1 0.0 -0.5 -0.01
H -1.161878 -0.420440 -0.644105 0.0 -0.5 0.5 0.00
C -1.894980 -2.821735 -2.300946 0.1 0.1 -0.1 0.00
C -4.051010 -1.530315 -0.600918 0.1 0.3 0.3 0.00
C -2.595958 -3.951541 0.433359 0.2 -0.2 0.2 0.00
C -1.077971 2.085080 -1.269684 0.1 0.5 -1.0 0.22
Si -2.335012 3.427564 -0.990892 -0.7 0.8 -0.4 0.01
H -1.420536 1.381283 -2.047124 0.0 0.0 0.3 0.01
H -0.128943 2.516354 -1.638488 -0.1 -0.2 0.4 0.01
C -4.057081 2.670535 -0.966406 0.1 -0.1 0.0 0.00
C -2.256111 4.721053 -2.344670 0.1 0.0 -0.2 0.01
C -2.096032 4.342082 0.642927 0.1 -0.2 0.2 0.00
H -3.508793 -4.475846 0.117369 0.2 0.3 0.0 0.00
H -2.695232 -3.752203 1.504061 0.0 -0.1 0.0 0.00
H -1.766704 -4.655845 0.297096 -0.1 0.2 0.1 0.00
H -1.917990 -1.935793 -2.952856 0.0 -0.2 0.1 0.00
H -2.598712 -3.556415 -2.722907 0.1 0.2 0.2 0.00
H -0.892271 -3.260735 -2.356560 -0.2 0.1 0.0 0.00
H -3.987248 -0.457843 -0.831446 -0.1 -0.1 0.0 0.00
H -4.584736 -1.627661 0.356170 0.2 0.1 -0.2 0.00
H -4.704269 -1.977278 -1.362235 0.3 0.0 0.1 0.00
H -2.001528 4.259662 -3.307747 -0.1 0.1 0.1 0.00
H -1.495559 5.482311 -2.124162 -0.1 -0.2 -0.1 0.00
H -3.222721 5.230312 -2.455998 0.2 -0.1 0.0 0.00
H -1.077305 4.735660 0.759927 -0.2 0.0 0.0 0.00
H -2.339895 3.748829 1.538679 0.0 0.2 -0.1 0.00
H -2.780692 5.204886 0.644032 0.2 -0.3 0.0 0.00
H -4.810123 3.465270 -1.075911 0.2 -0.2 0.1 0.00
H -4.261719 2.142998 -0.024096 -0.1 0.0 -0.2 0.00
H -4.188773 1.961517 -1.794333 -0.1 0.1 0.1 0.00
O -0.403855 3.196972 4.523055 0.2 -0.4 -1.1 0.00
C -0.246356 2.765565 3.396071 -0.9 -0.1 1.2 0.00
O -0.960611 1.779766 2.846525 0.9 1.4 0.9 -0.02
C 0.797485 3.422336 2.501985 0.3 0.4 -0.8 0.00
C 1.331363 4.675427 2.870644 -0.4 -0.7 0.1 0.00
C 2.167609 5.352635 1.993909 -0.1 0.0 0.3 0.00
C 2.473538 4.738064 0.786210 0.2 -0.4 -0.8 0.00
C 1.938170 3.481449 0.480193 -0.5 0.0 0.7 0.00
N 1.077898 2.823357 1.313277 0.4 1.0 0.2 -0.01
H 1.028740 5.072941 3.839099 0.1 -0.1 -0.3 0.00
H 2.568146 6.344863 2.253426 -0.2 -0.6 -0.2 0.00
H 3.125775 5.225856 0.046637 -0.3 -0.3 0.5 0.00
H 2.180128 2.980221 -0.461318 -0.1 0.2 0.4 0.00
```
Forces are in eV/Å.



[2]
Below is a structure of composition C22H47HoNO4Si2, with properties calculated with ωB97M-V/def2-TZVPD.

<S²>: 6.00
Net charge: +1
Kohn-Sham gap (spin up / spin down) (eV): 7.073 / 7.121
LUMO energy (spin up / spin down) (eV): -3.82 / -3.75
Multiplicity: 5

The geometry in XYZ format:
```
77
Properties=species:S:1:pos:R:3:forces:R:3:lowdin_spin:R:1
O -1.236370 -2.386654 -1.093211 0.1 0.1 1.7 0.00
O -2.098623 -0.313207 -2.476349 -1.3 -0.1 -1.1 0.00
C 0.029295 -3.057847 -0.896353 0.0 -0.2 -0.4 0.00
C 0.244267 -3.683896 0.472933 0.1 0.2 0.0 0.00
H 0.850559 -2.351795 -1.137180 -0.3 -0.1 0.2 0.00
H 0.058757 -3.837182 -1.681559 0.0 0.2 0.4 0.00
H 0.442348 -2.924731 1.246144 -0.2 -0.3 -0.2 0.00
H 1.122687 -4.329008 0.426098 -0.1 0.0 0.0 0.00
H -0.630054 -4.289084 0.748073 0.4 0.0 0.1 0.00
C -2.102654 -2.231466 0.071320 0.4 -0.1 -0.5 0.00
C -3.259270 -3.199399 -0.095130 -0.3 0.1 0.5 0.00
H -2.473063 -1.188895 0.118935 0.3 -0.4 -0.3 0.00
H -1.535430 -2.390799 1.002077 -0.4 0.0 -0.4 0.00
H -3.899821 -2.923892 -0.947909 0.4 -0.2 0.3 0.00
H -3.889415 -3.174773 0.803561 0.0 0.0 -0.1 0.00
H -2.885784 -4.225037 -0.213447 -0.1 0.3 -0.1 0.00
C -3.305298 0.513496 -2.472287 0.8 -0.5 -0.2 0.00
C -1.937678 -1.332201 -3.520215 0.4 0.6 0.3 0.00
C -4.427024 -0.086717 -1.644212 -0.2 0.0 -0.2 0.00
H -3.615117 0.719359 -3.507141 0.0 -0.1 0.2 0.00
H -3.014385 1.479066 -2.023152 0.1 -0.3 -0.2 0.00
H -4.754336 -1.059430 -2.044641 0.1 0.5 0.3 0.00
H -5.272142 0.613046 -1.681715 0.0 -0.2 0.1 0.00
H -4.121472 -0.195217 -0.593813 -0.1 0.0 -0.4 0.00
C -3.160040 -2.155419 -3.812560 -0.1 -0.2 0.0 0.00
H -1.166296 -1.994256 -3.102677 -0.3 0.4 -0.3 0.00
H -1.519111 -0.886433 -4.444572 -0.4 0.2 0.4 0.00
H -3.428478 -2.733725 -2.919926 -0.1 0.2 -0.3 0.00
H -2.881211 -2.867042 -4.598329 -0.2 0.1 0.1 0.00
H -4.006052 -1.549693 -4.161737 0.2 -0.3 0.1 0.00
H -0.908797 -0.334387 -1.205535 1.9 2.2 0.6 0.00
Ho 0.934499 1.485713 1.199330 0.9 -1.4 -0.7 4.03
C -0.081388 0.530913 -0.873751 -2.0 -1.5 -0.7 0.00
Si 0.494372 1.331107 -2.520687 0.5 -0.2 -1.5 0.00
H -0.699206 1.195335 -0.214268 -0.3 -0.4 -0.4 0.00
H 0.663868 -0.119681 -0.360664 -0.1 0.6 -0.2 0.00
C 1.361851 -0.017817 -3.515698 0.0 0.0 0.4 0.00
C 1.786732 2.717848 -2.326966 -0.4 -0.1 0.4 0.00
C -0.738169 2.094339 -3.754783 -0.4 0.1 0.2 0.00
C 2.851403 0.311643 0.471358 0.0 0.0 0.2 -0.01
Si 3.887954 1.090209 1.795956 0.9 -1.0 -1.4 0.00
H 3.290512 0.374988 -0.538068 0.0 0.4 0.3 0.00
H 2.728913 -0.774645 0.658702 -0.1 0.6 0.1 0.00
C 4.774937 2.547627 1.012263 0.0 0.1 0.2 0.00
C 5.051281 -0.164270 2.551649 0.1 0.1 0.5 0.00
C 2.812788 1.805683 3.197187 -0.3 0.4 0.3 0.00
H -0.175452 2.596249 -4.567436 0.0 -0.2 0.5 0.00
H -1.368855 2.865068 -3.284523 0.1 -0.1 -0.2 0.00
H -1.408960 1.365251 -4.241689 0.4 0.3 0.4 0.00
H 2.236813 -0.379500 -2.955967 -0.1 -0.1 -0.3 0.00
H 1.708021 0.430686 -4.462585 -0.1 -0.2 0.3 0.00
H 0.705695 -0.868137 -3.748612 0.3 0.2 0.1 0.00
H 2.430465 2.577420 -1.451595 0.2 0.1 -0.1 0.00
H 1.289734 3.694715 -2.263635 0.2 -0.1 0.0 0.00
H 2.427420 2.726975 -3.223751 -0.2 0.0 0.3 0.00
H 5.419948 -0.866898 1.789543 -0.2 0.3 0.1 0.00
H 4.541465 -0.759658 3.324738 0.1 0.1 -0.2 0.00
H 5.918550 0.324245 3.014982 -0.1 -0.2 0.0 0.00
H 2.375972 1.054572 3.871606 0.1 0.2 -0.2 0.00
H 2.032795 2.581936 2.987214 0.4 -0.1 0.3 0.00
H 3.563874 2.361235 3.772397 -0.2 0.0 0.0 0.00
H 5.593831 2.911839 1.645141 -0.2 0.0 -0.1 0.00
H 4.092118 3.389143 0.829613 0.1 0.0 0.0 0.00
H 5.193474 2.242302 0.044777 -0.1 0.1 0.2 0.00
O 0.218335 -1.842565 3.759245 0.0 1.6 -0.6 0.00
C 0.222299 -0.738962 3.233727 0.3 -1.0 -0.5 0.00
O 0.671436 -0.459482 2.011442 -0.7 -0.1 1.5 -0.01
C -0.302575 0.494194 3.953960 0.1 1.0 -0.5 0.00
C -0.470151 0.538801 5.330152 0.0 0.0 -0.4 0.00
C -0.853384 1.751210 5.905636 0.2 0.0 -0.1 0.00
C -1.130331 2.851925 5.089302 -0.1 0.2 -0.2 0.00
C -0.979401 2.723259 3.706151 0.4 -0.6 0.1 0.00
N -0.481207 1.590800 3.145726 -0.8 -0.2 1.4 0.00
H -0.239495 -0.372257 5.884710 -0.2 0.4 0.0 0.00
H -0.902957 1.831921 6.989549 -0.1 0.1 -0.2 0.00
H -1.436726 3.820037 5.508879 0.1 -0.6 -0.2 0.00
H -1.233066 3.531891 3.004256 0.2 -0.2 0.5 0.00
```
Forces are in eV/Å.



Sequential energy above the lowest of the compared OMol25 structures with the same formula, charge and spin output: 39.78 7.01 kcal/mol
Sequential electronic energy output: -2566.619837 -2749.002596 Eh